The following is a quantum chemistry calculation of C41H60BN6O8P2Pt as an isolated structure in a non-equilibrium geometry, from OMol25.

Orbital gap   0.29631 hartree
HOMO energy   -0.3837 Ha
Multiplicity   1
Total charge   +1
Electronic energy   -91316.29808 eV

Each line ends with the Löwdin charge.
Positions of all 119 atoms, in Å:
1 Pt -1.26364 -0.08562 -0.52930  1.077
2 C -0.50739 -5.08372 2.18514  -0.028
3 C -1.19072 -3.73512 2.15771  -0.434
4 C -2.63226 -3.77014 2.61553  -0.029
5 O -0.45017 -2.85676 3.06490  -0.199
6 P -0.00147 -1.41852 2.56165  0.493
7 O -0.98073 -0.84716 1.61076  -0.342
8 C 1.69455 -1.69153 1.96774  -0.195
9 P 2.24977 -1.08304 0.36325  0.453
10 O 1.67123 0.19479 -0.03793  -0.255
11 O 3.82782 -0.95918 0.43993  -0.178
12 C 4.87135 -1.80879 0.98797  -0.407
13 C 4.75785 -3.24512 0.51310  -0.038
14 C 4.94177 -1.69454 2.49918  -0.051
15 O 1.92595 -2.32127 -0.58122  -0.199
16 C 2.44868 -2.36016 -1.94469  -0.431
17 C 2.36590 -3.80593 -2.38327  -0.034
18 C 1.66680 -1.42120 -2.84254  -0.034
19 O 0.11990 -0.53221 3.84109  -0.164
20 C 0.43039 -0.87799 5.22964  -0.398
21 C -0.80772 -1.43181 5.90233  -0.036
22 C 1.63458 -1.79214 5.33484  -0.042
23 H -1.04363 -5.78414 1.54430  0.090
24 H -0.49790 -5.48368 3.19948  0.092
25 H 0.51945 -5.01116 1.82571  0.077
26 H -1.13733 -3.29786 1.15652  0.115
27 H -2.70140 -4.17149 3.62740  0.091
28 H -3.21667 -4.40778 1.94978  0.085
29 H -3.05872 -2.76727 2.59976  0.083
30 H 1.87196 -2.76808 2.01403  0.079
31 H 2.35969 -1.22188 2.69180  0.049
32 H 5.76789 -1.35747 0.56233  0.146
33 H 3.80576 -3.68770 0.80996  0.076
34 H 5.55521 -3.83292 0.96906  0.095
35 H 4.85709 -3.32168 -0.56884  0.079
36 H 4.19378 -2.31968 2.98966  0.069
37 H 4.83158 -0.65416 2.80704  0.068
38 H 5.92010 -2.04512 2.83048  0.093
39 H 3.49207 -2.03801 -1.89247  0.131
40 H 1.32433 -4.10259 -2.52170  0.080
41 H 2.82028 -4.46433 -1.64428  0.077
42 H 2.88695 -3.93636 -3.33171  0.093
43 H 0.59660 -1.56113 -2.68620  0.056
44 H 1.89733 -1.64283 -3.88588  0.094
45 H 1.89424 -0.37590 -2.64132  0.085
46 H 0.67581 0.09447 5.65519  0.145
47 H -1.06723 -2.40835 5.49656  0.076
48 H -1.64922 -0.75383 5.76709  0.091
49 H -0.61949 -1.53786 6.97097  0.092
50 H 1.45464 -2.74239 4.82976  0.082
51 H 1.82281 -2.00505 6.38702  0.095
52 H 2.53141 -1.32302 4.92939  0.077
53 C -2.01125 3.23069 -4.08193  -0.003
54 C -1.29897 1.89385 -4.24214  -0.459
55 C -0.13254 2.04251 -5.20424  -0.004
56 O -0.76484 1.55276 -2.94208  0.057
57 B -1.53275 0.55282 -2.38480  -0.773
58 O -2.47102 0.07251 -3.27311  0.057
59 C -2.26110 0.69546 -4.56641  -0.458
60 C -3.61644 1.09710 -5.12250  -0.006
61 C -1.63695 -0.36471 -5.46501  -0.006
62 H -1.28722 3.97046 -3.74029  0.091
63 H -2.80415 3.16824 -3.33486  0.091
64 H -2.44138 3.57560 -5.02212  0.096
65 H 0.46509 2.90659 -4.91512  0.093
66 H -0.48565 2.19997 -6.22472  0.098
67 H 0.50963 1.16391 -5.18794  0.084
68 H -4.12638 1.81337 -4.48287  0.069
69 H -4.24210 0.20865 -5.20923  0.098
70 H -3.51004 1.53685 -6.11570  0.100
71 H -0.68173 -0.70121 -5.06616  0.082
72 H -1.48310 0.00361 -6.47893  0.094
73 H -2.30949 -1.22223 -5.50804  0.096
74 C -2.77061 -3.91706 -1.90872  -0.027
75 C -1.92937 -2.85786 -1.65044  -0.102
76 N -2.32805 -1.79158 -0.93936  -0.094
77 C -3.58080 -1.76157 -0.47108  -0.078
78 C -4.50217 -2.77605 -0.70645  -0.186
79 C -4.07124 -3.87893 -1.43045  0.004
80 C -5.86476 -2.72635 -0.14750  -0.027
81 C -6.70091 -1.69342 -0.02614  -0.018
82 C -6.54916 -0.30474 -0.48484  -0.266
83 C -7.47317 0.65912 -0.09433  0.001
84 C -7.26817 1.95168 -0.54424  -0.119
85 N -6.24520 2.28227 -1.32538  0.093
86 C -5.43447 1.28225 -1.66371  -0.173
87 N -5.53488 0.01919 -1.28881  0.142
88 H -2.40945 -4.75833 -2.48305  0.114
89 H -0.91034 -2.83699 -2.00613  0.097
90 H -3.83938 -0.90106 0.12296  0.113
91 H -4.75119 -4.69928 -1.62425  0.126
92 H -6.22776 -3.68279 0.21578  0.117
93 H -7.64887 -1.89385 0.46072  0.111
94 H -8.31390 0.41171 0.53891  0.113
95 H -7.94578 2.75162 -0.26795  0.113
96 H -4.59993 1.52110 -2.31046  0.094
97 C -2.11089 3.77289 0.92773  -0.033
98 C -1.97170 2.41066 0.79300  -0.113
99 N -0.92724 1.86530 0.15080  -0.071
100 C 0.03632 2.65529 -0.31149  -0.087
101 C 0.00998 4.03939 -0.15070  -0.190
102 C -1.11422 4.60284 0.42943  0.007
103 C 1.13366 4.85441 -0.63637  -0.024
104 C 2.42763 4.62089 -0.42751  -0.020
105 C 3.01546 3.61925 0.47417  -0.258
106 C 4.38454 3.36584 0.45313  0.007
107 C 4.86699 2.41901 1.33773  -0.116
108 N 4.07955 1.77316 2.19459  0.086
109 C 2.79454 2.10858 2.15059  -0.198
110 N 2.22579 2.99166 1.34925  0.150
111 H -2.98444 4.17766 1.41733  0.111
112 H -2.69748 1.72105 1.20037  0.109
113 H 0.84673 2.16483 -0.83032  0.110
114 H -1.20008 5.67821 0.52323  0.125
115 H 0.87056 5.72336 -1.23152  0.119
116 H 3.14623 5.26133 -0.92695  0.112
117 H 5.04343 3.88282 -0.23080  0.113
118 H 5.92225 2.17003 1.36520  0.113
119 H 2.13473 1.60738 2.85201  0.110

Atoms 1-2, force components in eV/Å:
Pt -0.9 0.2 0.7
C 0.0 0.0 0.0

=====

The following is a quantum chemistry calculation of C41H61N6O3RbS as an isolated structure, from OMol25.

Orbital gap   0.14169 hartree
HOMO energy   -0.0001 Ha
Multiplicity   1
Total charge   -2
Electronic energy   -70082.47891 eV

Each line ends with the Löwdin charge.
Positions of all 113 atoms, in Å:
1 Rb 0.69750 -0.08637 0.09212  0.856
2 C 0.22111 -2.62050 4.95470  -0.067
3 C 1.30067 -1.61167 4.54599  -0.381
4 C 1.88919 -1.96301 3.18005  -0.079
5 C 0.77733 -0.19356 4.70020  -0.149
6 C 1.17282 0.48616 5.83919  -0.091
7 C 0.68596 1.74812 6.16592  -0.144
8 C -0.15452 2.35530 5.24863  -0.099
9 C -0.57029 1.74757 4.06464  -0.125
10 C -1.15258 2.72946 3.03006  -0.362
11 C -0.45213 2.54676 1.68685  -0.093
12 C -2.67181 2.85547 2.86786  -0.080
13 C -0.18769 0.37205 3.79260  -0.210
14 N -0.61840 -0.39801 2.75802  -0.037
15 C -1.93757 -0.27491 2.37107  -0.260
16 C -2.61632 -0.83444 1.33856  -0.288
17 N -2.20035 -1.54631 0.20271  0.005
18 C -3.06861 -2.50287 -0.19727  -0.220
19 C -4.00182 -3.18482 0.68060  -0.141
20 C -5.06811 -3.90092 0.13986  -0.106
21 C -5.22679 -4.12455 -1.21870  -0.152
22 C -4.19003 -3.68747 -2.04221  -0.100
23 C -3.12280 -2.93867 -1.57687  -0.152
24 C -2.08632 -2.53417 -2.61012  -0.377
25 C -0.65003 -2.84726 -2.19302  -0.073
26 C -2.23629 -1.06822 -3.02513  -0.072
27 C -3.76952 -3.42720 2.17896  -0.378
28 C -2.29476 -3.62448 2.52372  -0.070
29 C -4.48488 -2.50815 3.17643  -0.079
30 H 0.57803 -3.65212 4.84618  0.072
31 H -0.65627 -2.49295 4.32528  0.046
32 H -0.07305 -2.46300 5.99656  0.073
33 H 2.11834 -1.70134 5.27102  0.111
34 H 1.10809 -1.94720 2.42104  0.038
35 H 2.32660 -2.96748 3.21387  0.070
36 H 2.67684 -1.26088 2.89141  0.078
37 H 1.87373 -0.00798 6.50886  0.094
38 H 0.99934 2.25930 7.06901  0.071
39 H -0.46419 3.38446 5.42097  0.094
40 H -0.84387 3.70890 3.40550  0.110
41 H -0.73180 1.57956 1.26870  -0.018
42 H 0.63117 2.55869 1.83111  0.076
43 H -0.70862 3.32438 0.96310  0.078
44 H -3.08486 2.02484 2.30484  0.030
45 H -2.90004 3.78434 2.32771  0.072
46 H -3.16628 2.89936 3.84278  0.076
47 H -2.58786 0.23651 3.08159  0.098
48 H -3.70488 -0.68654 1.40747  0.101
49 H -5.76724 -4.35941 0.83797  0.095
50 H -6.06200 -4.69494 -1.60857  0.067
51 H -4.21200 -3.93214 -3.10200  0.092
52 H -2.30102 -3.13418 -3.50106  0.112
53 H -0.42272 -2.32706 -1.26649  0.016
54 H 0.06158 -2.53167 -2.96359  0.075
55 H -0.52555 -3.91676 -2.00417  0.077
56 H -1.87081 -0.42004 -2.23356  0.025
57 H -3.28386 -0.81813 -3.21560  0.083
58 H -1.67277 -0.87142 -3.94764  0.073
59 H -4.22891 -4.40886 2.34215  0.110
60 H -1.71702 -2.70563 2.43364  0.044
61 H -1.85283 -4.36730 1.85286  0.085
62 H -2.20057 -3.99257 3.55210  0.069
63 H -4.04640 -1.51179 3.21405  0.043
64 H -4.41801 -2.94263 4.18154  0.068
65 H -5.54472 -2.42036 2.91822  0.067
66 C -4.95251 2.20152 -0.01900  -0.018
67 N -3.67526 2.46788 -0.65298  -0.116
68 C -3.23052 3.66325 -1.17316  -0.093
69 C -1.98615 3.40420 -1.67756  -0.158
70 N -1.66938 2.08550 -1.48354  0.074
71 C -2.69621 1.55340 -0.86654  -0.167
72 H -5.64318 3.00631 -0.26334  0.081
73 H -4.84683 2.13447 1.06080  0.071
74 H -5.35844 1.26484 -0.39554  0.095
75 H -3.82924 4.55887 -1.13065  0.100
76 H -1.30266 4.09186 -2.15408  0.090
77 H -2.77661 0.52276 -0.53213  0.098
78 C 0.55361 1.47595 -5.68240  -0.058
79 C 1.76396 1.55545 -4.75746  -0.635
80 C 3.04381 1.24215 -5.52704  -0.055
81 C 1.87389 2.96212 -4.15546  -0.046
82 N 1.65150 0.49416 -3.73963  -0.058
83 N 0.65753 0.69507 -2.74579  -0.041
84 H 0.61771 2.23879 -6.46562  0.074
85 H -0.37113 1.64910 -5.12485  0.072
86 H 0.49578 0.48963 -6.14997  0.077
87 H 3.19156 1.95920 -6.33945  0.075
88 H 2.99207 0.23502 -5.94799  0.078
89 H 3.90286 1.30459 -4.85312  0.077
90 H 2.05763 3.69725 -4.94496  0.076
91 H 2.69045 2.99209 -3.42928  0.068
92 H 0.94641 3.25453 -3.65800  0.066
93 H 2.53372 0.45471 -3.24610  0.072
94 H -0.24962 0.42433 -3.08682  0.014
95 H 0.59391 1.65206 -2.41951  0.026
96 C 7.66129 3.55002 3.24819  -0.068
97 C 6.65522 3.03832 2.25008  -0.293
98 C 7.02885 2.71180 0.95331  -0.057
99 C 6.09725 2.23604 0.03570  -0.056
100 C 4.77650 2.08470 0.41156  -0.254
101 C 4.38461 2.41187 1.70405  -0.038
102 C 5.31927 2.88157 2.61182  -0.042
103 S 3.56744 1.42018 -0.72198  0.388
104 O 2.34918 2.17272 -0.44527  -0.424
105 O 4.12239 1.62932 -2.05215  -0.350
106 O 3.44845 0.01328 -0.35400  -0.440
107 H 8.65596 3.61660 2.80495  0.064
108 H 7.72397 2.89236 4.11771  0.075
109 H 7.38836 4.54272 3.61241  0.073
110 H 8.06389 2.82992 0.64907  0.099
111 H 6.38827 1.98860 -0.97842  0.107
112 H 3.34579 2.29836 1.99351  0.115
113 H 4.99920 3.12787 3.61914  0.114

Atoms 1-2, force components in eV/Å:
Rb -0.4 -0.5 0.1
C 0.0 0.0 0.0